1.
A structure of composition C5H14N2O in a non-equilibrium geometry, computed with the ωB97M-V functional and the def2-TZVPD basis.

## Properties
ΔE to the lowest compared entry with this formula, charge and spin: 189.8 kcal/mol
strongest force on any atom: 3.6 eV/Å
net charge: 0

Last column: Mulliken charge in e.
Atoms and positions in Å:
N (2.027, 0.348, -1.236)  -0.557
C (1.842, -1.105, -1.236)  -0.489
C (1.700, -1.643, 0.236)  -0.585
N (0.535, -1.003, 0.735)  -0.601
C (-1.232, 0.752, -0.934)  -1.200
C (-1.043, 1.227, 0.464)  0.187
C (-2.045, 0.949, 1.431)  -0.120
O (-3.383, 0.854, 1.107)  -0.460
H (2.991, 0.650, -1.322)  0.234
H (1.657, 0.595, -0.306)  0.157
H (0.354, -1.070, 1.736)  0.040
H (2.592, -1.625, -1.846)  0.442
H (0.835, -1.262, -1.646)  0.156
H (1.804, -2.752, 0.161)  0.331
H (2.659, -1.299, 0.661)  0.260
H (-3.917, 0.683, 1.889)  0.354
H (-1.436, -0.324, -0.848)  0.336
H (-0.371, 0.902, -1.617)  0.353
H (-2.027, 1.285, -1.463)  0.384
H (-0.497, 2.179, 0.401)  0.328
H (-1.113, 0.175, 1.262)  0.099
H (-1.930, 1.484, 2.370)  0.352

=====

2.
A cluster of 5 separate species, C20H40O10S5 in total in a non-equilibrium geometry, computed with the ωB97M-V functional and the def2-TZVPD basis.

## Properties
ΔE to the lowest compared entry with this formula, charge and spin: 93.4 kcal/mol
strongest force on any atom: 4.6 eV/Å
net charge: 0

Last column: Mulliken charge in e.
Atoms and positions in Å:
C (22.977, 15.619, 16.649)  -0.366
C (22.336, 15.095, 17.921)  -0.342
C (21.187, 14.138, 17.499)  -1.141
S (20.388, 15.025, 16.147)  0.930
O (19.605, 16.106, 16.803)  -0.594
O (19.817, 14.090, 15.141)  -0.615
C (21.984, 15.780, 15.456)  -0.843
H (23.679, 14.853, 16.318)  0.280
H (23.565, 16.525, 16.793)  0.258
H (21.838, 15.886, 18.481)  0.078
H (22.955, 14.538, 18.625)  0.571
H (20.414, 13.816, 18.197)  0.495
H (21.602, 13.213, 17.099)  0.374
H (21.787, 16.790, 15.095)  0.513
H (22.535, 15.108, 14.799)  0.353
C (24.897, 19.326, 20.471)  -0.683
C (23.707, 18.278, 20.550)  -0.031
C (22.468, 19.046, 20.937)  -0.394
S (22.967, 20.115, 22.327)  1.103
O (22.900, 19.278, 23.539)  -0.652
O (22.372, 21.458, 22.151)  -0.662
C (24.777, 20.280, 21.709)  -0.723
H (24.621, 19.880, 19.574)  0.331
H (25.840, 18.799, 20.325)  0.329
H (23.741, 17.318, 21.065)  0.403
H (23.525, 17.852, 19.563)  -0.160
H (21.483, 18.648, 21.179)  0.128
H (22.336, 19.748, 20.113)  0.274
H (25.537, 20.202, 22.487)  0.383
H (24.793, 21.348, 21.495)  0.344
C (17.673, 18.093, 18.759)  -0.277
C (17.986, 19.455, 19.466)  -0.564
C (18.326, 19.132, 21.005)  -0.646
S (18.242, 17.237, 21.225)  1.061
O (17.491, 16.785, 22.445)  -0.712
O (19.594, 16.831, 21.102)  -0.568
C (17.244, 16.971, 19.778)  -0.766
H (18.511, 17.713, 18.176)  -0.008
H (17.016, 18.415, 17.952)  0.468
H (17.108, 20.100, 19.441)  0.285
H (18.912, 19.952, 19.174)  0.298
H (17.553, 19.584, 21.626)  0.351
H (19.214, 19.583, 21.449)  0.364
H (16.180, 17.023, 20.011)  0.367
H (17.335, 15.983, 19.327)  0.430
C (16.531, 15.703, 11.015)  -0.554
C (16.584, 14.418, 11.994)  -0.664
C (18.016, 14.229, 12.654)  -0.577
S (18.572, 15.900, 12.787)  1.042
O (20.066, 16.038, 12.742)  -0.680
O (17.764, 16.575, 13.827)  -0.663
C (17.974, 16.486, 11.102)  -0.730
H (15.606, 16.219, 11.272)  0.266
H (16.450, 15.323, 9.996)  0.375
H (16.344, 13.589, 11.328)  0.356
H (15.851, 14.479, 12.799)  0.312
H (18.798, 13.851, 11.996)  0.335
H (18.132, 13.659, 13.577)  0.441
H (18.672, 15.974, 10.439)  0.334
H (17.915, 17.549, 10.870)  0.402
C (27.266, 13.775, 17.763)  -0.640
C (28.601, 14.475, 17.757)  -0.614
C (28.568, 15.914, 17.275)  -0.655
S (26.824, 16.412, 17.288)  1.140
O (26.420, 16.521, 15.825)  -0.670
O (26.723, 17.517, 18.178)  -0.623
C (26.242, 14.842, 18.148)  -0.263
H (27.283, 12.907, 18.422)  0.343
H (27.087, 13.455, 16.736)  0.338
H (29.168, 13.984, 16.967)  0.231
H (29.104, 14.288, 18.706)  0.401
H (28.920, 16.235, 16.294)  0.405
H (29.053, 16.552, 18.015)  0.261
H (25.164, 14.705, 18.071)  -0.098
H (26.485, 15.039, 19.193)  0.422

=====

3.
A cluster of 16 separate species, C16H64O16 in total in a non-equilibrium geometry, computed with the ωB97M-V functional and the def2-TZVPD basis.

## Properties
ΔE to the lowest compared entry with this formula, charge and spin: 166.0 kcal/mol
strongest force on any atom: 3.7 eV/Å
net charge: 0

Last column: Mulliken charge in e.
Atoms and positions in Å:
C (12.290, -1.123, -5.553)  -0.324
O (11.103, -1.890, -5.374)  -0.611
H (12.017, -0.464, -6.378)  0.037
H (12.407, -0.511, -4.658)  0.307
H (13.224, -1.623, -5.808)  0.199
H (10.998, -2.394, -6.184)  0.221
C (11.074, 4.546, -11.652)  0.043
O (12.395, 4.991, -11.721)  -0.651
H (10.704, 4.336, -10.648)  -0.327
H (10.397, 5.249, -12.137)  0.359
H (11.158, 3.590, -12.169)  0.105
H (12.871, 4.305, -11.246)  0.315
C (8.914, -1.025, -2.827)  -0.385
O (9.110, -2.103, -3.749)  -0.575
H (8.834, -0.081, -3.365)  0.052
H (7.941, -1.178, -2.360)  0.292
H (9.661, -1.008, -2.033)  0.240
H (9.882, -1.913, -4.287)  0.522
C (16.820, 3.434, -10.769)  -0.693
O (16.465, 2.482, -9.847)  -0.511
H (17.339, 2.954, -11.599)  0.318
H (16.030, 3.982, -11.282)  0.226
H (17.448, 4.238, -10.384)  0.298
H (15.510, 2.584, -9.832)  0.227
C (14.973, 0.970, -6.546)  -0.779
O (14.177, 1.939, -5.874)  -0.325
H (15.921, 1.335, -6.940)  0.415
H (15.011, -0.008, -6.067)  0.233
H (14.491, 0.783, -7.506)  0.208
H (14.859, 2.450, -5.433)  0.256
C (9.914, -1.294, -8.682)  -0.089
O (10.831, -2.338, -8.528)  -0.569
H (8.938, -1.699, -8.951)  0.327
H (9.891, -0.685, -7.778)  0.076
H (10.355, -0.787, -9.540)  -0.035
H (10.876, -2.744, -9.396)  0.293
C (13.212, 1.660, -10.923)  -0.610
O (13.260, 2.863, -10.166)  0.446
H (13.866, 1.598, -11.793)  0.383
H (13.324, 0.760, -10.320)  0.332
H (12.257, 1.483, -11.418)  -0.046
H (13.083, 2.626, -9.252)  -0.139
C (9.856, 0.205, -12.997)  -0.479
O (10.001, -0.496, -11.878)  -0.314
H (10.533, -0.163, -13.768)  0.345
H (8.850, 0.250, -13.415)  0.348
H (10.148, 1.228, -12.760)  -0.074
H (9.761, -1.404, -12.074)  0.230
C (7.494, 1.488, -10.314)  -0.213
O (6.739, 0.803, -9.265)  -0.624
H (7.407, 2.574, -10.263)  0.146
H (8.534, 1.164, -10.342)  -0.071
H (7.090, 1.135, -11.262)  0.314
H (6.969, 1.242, -8.444)  0.523
C (13.600, 6.266, -3.992)  -0.132
O (14.588, 5.519, -3.324)  -0.553
H (12.650, 5.737, -3.913)  0.093
H (13.613, 7.338, -3.797)  0.268
H (13.928, 6.182, -5.028)  -0.010
H (14.380, 5.297, -2.413)  0.283
C (10.798, 2.584, -7.534)  -0.523
O (12.209, 2.731, -7.643)  -0.057
H (10.458, 2.347, -6.525)  0.013
H (10.417, 3.572, -7.789)  0.277
H (10.290, 1.906, -8.219)  0.068
H (12.653, 2.595, -6.803)  0.125
C (15.023, 5.579, -8.336)  -0.489
O (13.938, 5.270, -7.447)  -0.453
H (15.449, 4.579, -8.420)  0.125
H (14.693, 6.025, -9.274)  0.242
H (15.640, 6.386, -7.941)  0.339
H (13.355, 4.613, -7.834)  0.248
C (8.565, 5.835, -9.638)  -0.577
O (8.051, 4.644, -9.013)  -0.362
H (8.153, 5.836, -10.647)  0.265
H (8.266, 6.738, -9.105)  0.304
H (9.649, 5.718, -9.637)  0.148
H (7.120, 4.675, -8.780)  0.229
C (7.231, 2.015, -5.723)  -0.600
O (7.682, 2.202, -7.083)  -0.331
H (6.169, 2.173, -5.536)  0.335
H (7.436, 1.003, -5.374)  0.152
H (7.806, 2.718, -5.119)  0.234
H (7.540, 3.113, -7.353)  0.192
C (10.373, 2.517, -3.290)  -0.149
O (9.411, 2.030, -2.384)  -0.540
H (11.182, 1.804, -3.451)  0.200
H (9.885, 2.676, -4.252)  -0.216
H (10.764, 3.509, -3.064)  0.390
H (9.878, 1.798, -1.578)  0.304
C (16.290, 2.511, -3.452)  -0.720
O (16.173, 3.316, -4.552)  -0.525
H (15.367, 2.328, -2.902)  0.246
H (16.685, 1.576, -3.849)  0.299
H (16.980, 2.888, -2.696)  0.313
H (15.671, 4.067, -4.228)  0.351

=====

4.
An isolated molecule of C8H8O4 in a non-equilibrium geometry, computed with the ωB97M-V functional and the def2-TZVPD basis.

## Properties
ΔE to the lowest compared entry with this formula, charge and spin: 42.1 kcal/mol
strongest force on any atom: 2.1 eV/Å
net charge: 0

Last column: Mulliken charge in e.
Atoms and positions in Å:
C (0.518, 1.963, -1.704)  -0.648
C (0.619, 0.710, -0.936)  0.570
C (1.336, -0.369, -1.346)  -0.683
C (1.328, -1.647, -0.573)  0.000
C (0.619, -1.634, 0.690)  -0.545
C (-0.136, -0.605, 1.136)  0.488
C (-0.950, -0.670, 2.395)  -0.606
C (-0.234, 0.621, 0.328)  1.218
H (-1.204, 2.576, -1.118)  0.343
H (1.089, 2.759, -1.128)  0.249
H (1.021, 1.837, -2.667)  0.375
H (1.937, -0.320, -2.258)  0.367
H (0.608, -2.586, 1.224)  0.352
H (-0.493, -0.085, 3.223)  0.258
H (-1.006, -1.724, 2.769)  0.347
H (-2.297, 0.630, 1.938)  0.333
O (-0.798, 2.302, -1.962)  -0.535
O (1.823, -2.695, -1.010)  -0.560
O (-2.314, -0.331, 2.091)  -0.527
O (-0.993, 1.561, 0.641)  -0.795

=====

| no. | frontier orbital gap (eV) | HOMO (eV) |
| --- | --- | --- |
| 1 | 5.87 | -6.874 |
| 2 | 10.07 | -9.844 |
| 3 | 9.58 | -9.308 |
| 4 | 8.19 | -10.224 |